# 1
20
Properties=species:S:1:pos:R:3:mulliken_charge:R:1 method="wB97M-V/def2-TZVPD" max_force_ev_per_a=4.8 multiplicity=1 e_homo_ev=-14.47 charge=+1 de_lowest_kcal_mol=121.51 lumo_energy_ev=-3.11
C -1.511 0.858 1.300 -1.388
C -1.894 1.656 0.531 1.856
C 0.690 -0.801 -2.665 -0.806
C 0.849 0.307 -2.002 -0.214
C -0.933 -0.186 2.178 -0.982
C 0.409 -0.632 1.500 -0.531
C 1.016 0.496 -0.516 -0.597
N 0.263 -0.676 0.063 -0.037
F -2.356 2.751 0.005 -0.233
H 0.699 1.484 -0.227 0.527
H 0.196 -0.773 -3.585 0.283
H 0.854 -1.774 -2.294 0.251
H 0.521 1.166 -2.628 0.257
H -0.914 0.282 3.133 0.420
H -1.657 -0.974 2.260 0.330
H 1.030 0.338 1.596 0.279
H 0.840 -1.523 2.018 0.400
H 1.988 0.083 -0.347 0.512
H 0.645 -1.550 -0.334 0.360
H -0.733 -0.531 0.015 0.313



# 2
20
Properties=species:S:1:pos:R:3:mulliken_charge:R:1 method="wB97M-V/def2-TZVPD" max_force_ev_per_a=4.8 multiplicity=1 e_homo_ev=-8.23 de_lowest_kcal_mol=21.68 lumo_energy_ev=0.88
C 1.908 -0.950 -0.077 -0.185
C 1.708 0.372 0.087 0.681
C -0.426 -0.099 0.764 -0.913
C -1.621 -0.259 0.128 1.044
C 2.829 1.298 0.194 -1.507
C -2.655 -1.166 0.554 -1.256
C -1.747 0.521 -1.183 -1.065
O 0.466 0.828 0.296 -0.408
F 3.144 -1.330 -0.458 -0.267
H -0.084 -0.695 1.576 0.579
H 1.109 -1.699 -0.292 0.387
H 3.430 1.331 1.090 0.331
H 2.498 2.295 0.293 0.428
H 3.509 1.389 -0.626 0.346
H -2.836 -2.081 -0.026 0.302
H -3.570 -0.470 0.596 0.314
H -2.438 -1.550 1.601 0.318
H -1.833 1.594 -1.081 0.294
H -2.616 0.047 -1.714 0.331
H -0.774 0.624 -1.721 0.247



# 3
19
Properties=species:S:1:pos:R:3:mulliken_charge:R:1 method="wB97M-V/def2-TZVPD" max_force_ev_per_a=2.8 multiplicity=1 e_homo_ev=-9.08 de_lowest_kcal_mol=85.79 lumo_energy_ev=1.05
C 0.321 -1.321 0.889 -1.437
C 0.515 -0.013 -0.045 1.033
C 1.273 1.102 0.831 -0.685
C -0.609 0.969 0.136 -0.035
C -1.734 0.137 -0.528 -0.907
C -1.115 -0.463 -1.521 -0.277
C 0.432 -0.422 -1.493 -0.831
H -0.090 -1.111 1.885 0.357
H 1.321 -1.806 1.002 0.353
H -0.358 -2.120 0.450 0.338
H 1.716 1.896 0.320 0.314
H 1.978 0.741 1.569 0.325
H -0.270 0.892 2.129 0.385
H -0.476 1.879 -0.556 0.282
H -2.797 0.224 -0.356 0.429
H -1.752 -0.996 -2.280 0.306
H 0.851 0.305 -2.234 0.321
H 0.841 -1.451 -1.616 0.302
N -0.048 1.559 1.418 -0.570



no.,total energy (Eh)
1,-427.51367
2,-448.33063
3,-327.95126